{"formula": "C9H19NO4P", "method": "wB97M-V/def2-TZVPD", "symbols": ["C", "C", "C", "C", "C", "O", "P", "O", "O", "C", "C", "C", "C", "N", "O", "H", "H", "H", "H", "H", "H", "H", "H", "H", "H", "H", "H", "H", "H", "H", "H", "H", "H", "H"], "positions_angstrom": [[-1.19004, 2.00275, -0.70810], [-0.31353, 0.71736, -1.32412], [-0.38595, 0.96440, -2.98079], [1.27111, 0.82668, -0.95095], [1.74952, 0.08407, 0.42088], [3.20732, -0.22490, 0.23151], [1.65785, 1.14804, 2.00790], [0.73392, 2.60667, 1.79736], [1.11399, 0.20371, 3.36600], [1.00352, -1.37116, 0.52449], [-0.59787, -1.29024, 0.19071], [-1.41890, -0.73208, 1.51730], [-1.09689, -2.88072, 0.03075], [-0.96449, -0.62078, -1.10471], [-0.83226, -1.44721, -2.17422], [-1.72025, 1.75581, 0.30333], [-2.06402, 2.25053, -1.48152], [-0.48814, 2.94208, -0.68449], [-0.14057, 2.11903, -3.14876], [-1.46580, 0.77651, -3.39522], [0.45812, 0.36297, -3.55093], [1.88156, 0.32151, -1.84345], [1.65800, 1.94402, -0.90386], [3.69598, 0.23849, 0.98850], [-0.23621, 2.45493, 2.08035], [0.24524, 0.54340, 3.73536], [1.48663, -2.05237, -0.32850], [1.24263, -1.94095, 1.53707], [-1.11251, 0.34669, 1.84989], [-2.59904, -0.86373, 1.41943], [-1.10426, -1.45613, 2.41004], [-0.35981, -3.50718, -0.62789], [-2.20860, -2.91987, -0.34510], [-1.10626, -3.30231, 1.14175]], "mulliken_charge": [-1.031, 0.864, -1.193, -1.311, 0.938, -0.539, 0.218, -0.456, -0.450, -1.204, 0.864, -0.988, -1.207, 0.495, -0.494, 0.203, 0.336, 0.212, 0.314, 0.370, 0.301, 0.280, 0.226, 0.493, 0.343, 0.307, 0.327, 0.243, -0.057, 0.259, 0.341, 0.304, 0.357, 0.334], "spin_multiplicity": 2, "orbital_gap_ev": [8.8, 8.4], "s_squared": 0.75, "e_tot_ha": -1051.17126, "max_force_ha_per_bohr": 0.0736}